1.
Molecular formula: C2H2ClIO
Method: DFT, wB97M-V/def2-TZVPD

XYZ file:
```
7
Properties=species:S:1:pos:R:3:forces:R:3
C -0.12897 -0.79406 -0.37297 1.0317 -2.9034 -0.5558
C -0.06683 0.45648 0.40179 0.6639 0.9281 1.9234
O -0.71784 -0.96607 -1.40150 -0.5060 0.6357 -0.0183
Cl -1.67868 1.21460 0.34337 1.0470 0.2976 0.0728
I 1.75798 1.38262 -0.41235 -0.6161 0.2329 -0.1490
H 0.47404 -1.70322 -0.02802 -0.2213 1.2170 0.3598
H 0.36030 0.40965 1.46969 -1.3992 -0.4079 -1.6330
```
Forces are in eV/Å.

HOMO = -10.2 eV
Electronic energy = -910.494688 a.u.
Net charge = 0


2.
Molecular formula: C27H44BN13Sm
Method: DFT, wB97M-V/def2-TZVPD

XYZ file:
```
86
Properties=species:S:1:pos:R:3:forces:R:3
Sm 8.87166 11.98497 12.18326 0.6909 -0.0389 -0.1958
C 9.21242 6.53027 13.70315 -0.5282 -0.7713 -0.5500
C 8.85582 7.95277 14.18454 0.7400 -0.0651 -0.4920
C 8.29308 7.89239 15.60659 -2.0929 1.1880 0.8469
C 10.14248 8.74726 14.13287 0.6536 1.3443 -0.0025
C 11.40130 8.45519 14.72274 -0.4504 0.8464 -0.2787
C 12.19076 9.56030 14.46296 -0.1794 0.0878 0.1682
N 11.46989 10.46383 13.75109 0.2788 -0.6107 0.7368
N 10.23189 9.95513 13.51821 -0.6540 0.1517 0.1552
B 12.04172 11.65398 12.94145 0.1836 -0.8791 0.5558
N 11.91037 11.16308 11.47900 0.7432 0.1019 -2.4076
C 12.89372 10.41683 10.82276 -2.4693 2.1322 -0.6387
C 12.67730 10.52245 9.46867 -1.9798 0.3359 0.8670
C 11.44204 11.26826 9.32878 1.8999 0.3681 -0.3961
N 11.00255 11.69826 10.49665 1.1877 -0.8702 2.2575
C 10.93388 11.87983 8.03574 -0.3692 0.3345 0.0291
C 11.91675 11.66541 6.89770 1.0571 -0.6554 0.5628
C 9.57289 11.34783 7.64020 -0.9389 -1.6643 -1.5084
N 11.19829 13.02465 13.13193 -0.3283 0.5537 1.8499
C 11.94729 14.16805 13.30629 0.0614 -0.5884 -1.0496
C 11.41794 14.97548 14.26836 0.0675 -0.1068 0.4820
C 10.32160 14.25084 14.79580 -0.0959 -1.4331 -0.9315
N 10.15795 13.07266 14.12078 1.0362 1.4700 -0.1884
C 9.45363 14.54373 15.98966 0.0637 0.2443 -0.0122
C 8.63719 15.83044 15.89827 1.3144 0.9450 0.4276
C 10.23404 14.57120 17.33793 -1.2418 -1.3294 -0.2497
H 8.32942 5.90214 13.52821 -0.0060 0.2825 0.1503
H 9.81088 5.99378 14.43390 0.0038 0.1548 0.4882
H 9.81271 6.41784 12.79092 -0.2480 0.7256 -0.0161
H 8.14936 8.50443 13.52645 0.2611 -0.6904 0.1636
H 9.03557 7.55783 16.33893 -0.1871 0.0127 -0.1725
H 7.33816 7.27997 15.72012 1.4362 0.2318 -0.4776
H 7.88575 8.91665 15.94003 1.0584 -1.2222 -0.4126
H 11.69429 7.61944 15.32022 -0.0293 -0.3516 0.0628
H 13.21028 9.75127 14.79392 -0.3335 0.0712 -0.3104
H 13.21337 11.82546 13.36771 -1.0264 -0.0898 -0.7509
H 13.69630 9.93437 11.29926 0.6477 -0.3495 0.8767
H 13.24289 10.06868 8.69848 0.3616 -0.2399 -0.5047
H 10.89342 12.99955 8.19886 -0.0127 -1.1211 -0.1164
H 12.18842 10.58321 6.73430 -0.3630 1.0673 0.2549
H 12.82244 12.23119 7.17201 -0.0702 -0.3633 -0.4992
H 11.51248 12.04294 5.97670 -0.1309 0.2481 -0.4278
H 9.65881 10.25949 7.24537 -0.0405 1.6824 0.7641
H 9.06141 11.90094 6.81224 0.7153 -0.1570 0.5402
H 8.84921 11.30914 8.44584 -0.0555 -0.0324 0.4314
H 12.85580 14.26392 12.70759 -0.3377 0.1309 0.3077
H 11.83130 15.90494 14.65260 -0.1638 -0.2691 -0.2139
H 8.72536 13.74288 15.95160 -0.0922 -0.5142 0.4183
H 9.32847 16.72926 16.09663 -1.1637 -1.1335 -0.6166
H 7.91293 15.80953 16.72072 -0.0760 0.1923 -0.3511
H 8.16408 15.88676 14.91794 -0.1586 0.3900 0.2053
H 10.49082 15.58548 17.58564 0.2249 0.3302 0.2228
H 11.11102 13.94640 17.28807 0.4036 -0.1038 0.0408
H 9.57790 14.12614 18.12732 0.5369 0.6095 -0.4803
C 8.67195 14.15189 9.68975 -0.6338 -0.3705 -2.0204
C 7.18396 13.61211 9.55640 0.3001 0.7940 0.0979
N 6.89703 12.55766 10.54963 -0.6018 -0.8733 0.1833
C 5.52704 12.73222 11.21269 1.5596 -0.7235 -2.1858
C 5.60402 13.50528 12.50509 -1.3424 3.1876 -0.5137
N 6.90249 14.06926 12.86702 0.9808 -0.1275 1.1683
C 7.17209 15.44629 12.39811 -0.2566 0.2450 -1.6339
C 8.56708 15.61592 11.65629 -1.2481 1.4002 0.7226
N 9.13661 14.44155 11.03182 -0.1097 -0.9080 0.6434
H 8.74195 15.05549 9.06441 -0.1849 -0.0142 0.0352
H 9.37210 13.44565 9.18742 -0.6103 0.2943 0.7773
H 6.94790 13.21494 8.51022 0.5929 0.8448 1.2911
H 6.47943 14.44742 9.79077 0.5860 -0.4266 -0.4979
H 6.79332 11.67756 10.02509 0.3563 0.3945 0.5013
H 5.15304 11.70965 11.34391 -0.0614 0.3156 0.2709
H 4.95568 13.17891 10.38881 -0.5181 0.1678 0.7618
H 5.28743 12.87681 13.27870 -0.4470 -0.8782 1.2523
H 4.86322 14.40145 12.47888 0.7939 -1.6147 -0.0124
H 6.97388 14.09022 13.90588 -0.1552 -0.1339 -1.1064
H 7.15392 16.16572 13.21692 0.0721 -0.1622 0.1250
H 6.32618 15.83412 11.72518 1.1043 -0.9429 0.7265
H 9.26830 16.05644 12.38458 -0.0231 -0.5736 -0.2524
H 8.36972 16.43809 10.93653 0.3450 -0.4127 -0.0056
H 10.14980 14.53639 11.02436 -0.1453 -0.1011 -0.0894
N 6.57282 11.12796 15.13408 -0.4678 0.7959 -0.2464
C 7.28305 11.19160 14.20930 -0.9021 0.0232 1.1665
H 5.81817 11.36626 15.80900 1.2110 -0.7147 -0.8132
N 7.60561 5.77018 9.81670 0.3259 2.8104 0.7616
C 7.86124 6.92329 9.89511 -0.4819 -4.1995 -0.8990
N 8.28979 8.12651 9.62854 0.4728 2.6030 0.9823
C 8.23701 9.11070 10.44506 -0.5842 -1.9549 -1.1562
N 8.10031 10.06102 11.11940 0.2682 0.6731 0.3510
```
Forces are in eV/Å.

Multiplicity = 6
HOMO (spin up / spin down) = -10.6 / -10.6 eV
Electronic energy = -2449.727525 a.u.
Net charge = +1


3.
Molecular formula: C3H2INS2
Method: DFT, wB97M-V/def2-TZVPD

XYZ file:
```
9
Properties=species:S:1:pos:R:3:forces:R:3
S -1.86475 -2.37280 -0.03375 -0.1551 -0.3547 0.0001
C -0.72765 -1.19842 -0.00560 0.2866 -0.2112 0.0171
N -0.99376 0.13318 -0.00271 -0.1561 -0.0061 0.0003
C 0.05445 0.99457 0.01408 4.6573 -2.3086 0.0516
C 1.31814 0.27045 0.03094 -3.4940 2.4992 -0.0855
I 3.21122 1.11214 -0.01371 -0.3676 -0.1500 0.0417
S 1.02578 -1.43517 0.02733 -0.7326 0.4075 -0.0304
H -1.95619 0.43970 -0.02810 0.0360 -0.1477 0.0184
H -0.06725 2.05635 0.01153 -0.0745 0.2716 -0.0131
```
Forces are in eV/Å.

HOMO = -7.9 eV
Structure (SMILES) = S=c1[nH]cc(I)s1
Electronic energy = -1264.325800 a.u.
Net charge = 0


4.
Molecular formula: C2H2F2N4
Method: DFT, wB97M-V/def2-TZVPD

XYZ file:
```
10
Properties=species:S:1:pos:R:3:forces:R:3
C 0.17007 -1.31024 -1.52022 1.7880 5.6304 1.0002
C -0.03135 0.09452 0.79304 0.3432 2.6562 -0.2814
N -0.12263 -2.36548 -1.82792 -1.6345 -5.2187 -1.6068
N -0.39972 -0.90663 1.28728 -1.2650 -2.4087 1.5314
N 0.28536 1.32762 1.06968 0.5472 -0.4119 0.5296
N 0.62716 -0.19123 -1.08987 0.8922 -2.3198 0.3256
F -0.47779 2.14200 1.90370 -0.6768 -0.0339 0.9569
F 0.23591 1.04592 -1.79952 -0.7274 1.0428 -0.3285
H -0.79281 -1.72457 0.86633 0.0677 -0.3717 -0.2378
H 0.50580 1.88810 0.31750 0.6654 1.4353 -1.8892
```
Forces are in eV/Å.

Multiplicity = 3
HOMO (spin up / spin down) = -6.7 / -11.3 eV
Electronic energy = -495.795891 a.u.
Net charge = 0


5.
Molecular formula: C2H10N2O
Method: DFT, wB97M-V/def2-TZVPD

XYZ file:
```
15
Properties=species:S:1:pos:R:3:forces:R:3
N 1.10441 -1.92860 0.66936 -0.1004 0.2121 0.3690
C 0.34949 -0.76540 0.20553 1.1945 0.2967 0.6830
C 1.23897 0.20343 -0.59173 0.1788 -0.1134 0.4771
N 0.79547 1.55653 -0.79014 0.2156 -0.2374 0.0954
H 1.90070 -1.61008 1.20995 0.0447 -0.1513 0.0072
H 1.46516 -2.45700 -0.10917 0.0902 -0.1135 -0.1811
H -0.09460 -0.28069 1.07713 -0.0550 0.0696 -0.0305
H -0.42219 -1.14143 -0.40516 -1.2246 -0.2142 -0.7118
H 2.21415 0.24879 -0.09491 0.0457 -0.1663 0.1573
H 1.42090 -0.31242 -1.51602 0.1862 0.1403 -0.8064
H 0.43390 1.87497 -1.66588 -0.2999 -0.1008 0.0548
H 0.48221 1.99939 0.04956 -0.2866 0.3786 -0.1053
O -3.09792 0.68196 0.47065 0.2887 0.3243 0.2275
H -2.49637 1.27795 0.94023 -0.2333 -0.2338 0.0151
H -2.87104 0.84136 -0.44755 -0.0447 -0.0910 -0.2513
```
Forces are in eV/Å.

HOMO = -8.8 eV
Structure (SMILES) = NCCN.O
Electronic energy = -266.923278 a.u.
Net charge = 0


6.
Molecular formula: C3H10FNP
Method: DFT, wB97M-V/def2-TZVPD

XYZ file:
```
16
Properties=species:S:1:pos:R:3:forces:R:3
C 1.70795 0.20421 -1.33900 -0.1578 -9.2068 -3.0001
C -0.41140 -2.19593 0.15389 1.0750 1.2032 1.1759
C -0.71885 0.79522 0.65023 0.5967 -0.8884 -4.5463
N 0.06453 1.94002 0.46167 1.2341 -0.3328 1.4025
F 1.56360 -0.37362 0.99540 -0.4373 -0.7440 0.9072
P 0.41448 -0.47469 -0.08505 1.6735 -1.8671 1.2254
H 2.77402 -0.22393 -1.20824 -2.1013 -0.0690 0.1388
H 1.36350 0.02441 -2.34409 0.0378 0.8729 -0.3796
H 0.18575 -3.08032 -0.12779 -0.1935 0.6480 0.0036
H -0.58030 -2.19334 1.28346 0.3779 -0.0187 -1.3267
H -1.39867 -2.20379 -0.28920 -0.0881 0.0700 -0.3902
H -1.01898 0.49094 1.58112 -0.6135 -0.6980 2.4729
H -1.55106 0.74105 -0.05689 -0.4498 0.4473 0.3859
H 0.47790 2.32373 1.27994 0.2844 0.2103 0.6403
H 1.70433 1.02222 -0.89542 0.0038 8.3067 2.7472
H -0.34773 2.62466 -0.06304 -1.2421 2.0665 -1.4569
```
Forces are in eV/Å.

HOMO = -14.2 eV
Electronic energy = -615.989342 a.u.
Net charge = +1


7.
Molecular formula: CH3NO2
Method: DFT, wB97M-V/def2-TZVPD

XYZ file:
```
7
Properties=species:S:1:pos:R:3:forces:R:3
O -2.01824 -0.13687 -0.17583 0.7431 0.3898 0.1792
C -0.90661 0.31783 -0.00834 -0.6214 0.3380 0.0461
N 0.20553 -0.48883 0.13329 -0.0054 0.1494 -0.4204
O 1.41293 0.11434 -0.29767 -0.5278 -0.2405 0.1855
H -0.67703 1.41485 0.11860 -0.1218 -0.8098 -0.1728
H 0.07658 -1.40427 -0.29098 0.1909 0.1151 0.0535
H 1.90684 0.18295 0.52092 0.3425 0.0579 0.1290
```
Forces are in eV/Å.

HOMO = -10.4 eV
Structure (SMILES) = O=CNO
Electronic energy = -245.082307 a.u.
Net charge = 0


8.
Molecular formula: C11H20BrCl2IO3Ta
Method: DFT, wB97M-V/def2-TZVPD

XYZ file:
```
39
Properties=species:S:1:pos:R:3:forces:R:3
C 3.85477 -1.90541 0.91634 -0.0667 0.2922 0.0207
C 2.61614 -2.56962 1.45905 0.0133 -0.5043 0.3600
O 2.64082 -3.27768 2.44112 -0.0075 0.2600 -0.5969
O 1.48601 -2.38636 0.75742 -0.2355 0.2725 0.3818
C 1.18797 -0.99727 0.40843 -0.3135 -0.3756 -0.4292
Ta -0.87846 -0.68205 -0.53423 -1.4576 -0.4380 -0.1734
Cl -2.95319 -0.33359 -1.74957 0.7897 0.0244 0.4433
Br -1.40658 -3.23961 -0.20972 0.2136 0.7172 0.0138
C 0.19104 -1.18193 -2.54111 0.2512 -0.0004 -0.1217
C 0.21542 -0.09765 -3.51037 -0.3310 0.1838 -0.6617
O -0.48211 0.02691 -4.50987 0.3352 -0.0809 0.6206
C -0.29295 1.47740 -0.76682 0.2855 -0.4311 0.3389
C 1.09440 1.93552 -0.31659 -0.2293 0.3826 -0.1948
C 1.31075 3.43592 -0.50712 0.1511 -0.1167 0.0421
Cl 0.79032 4.38419 0.92590 -0.1631 0.0626 0.0869
C -1.67134 -0.14442 1.53270 0.6057 -0.2247 -0.5031
C -3.09456 -0.59933 1.86226 -0.0477 0.1471 0.1944
C -4.26995 0.29100 1.43733 -0.1341 -0.4874 -0.0804
I -3.87906 2.36568 1.14588 -0.0148 0.1876 0.0435
H 3.98818 -0.95161 1.42950 0.1350 -0.0258 0.0456
H 3.76100 -1.68362 -0.14355 0.0652 -0.1064 -0.0587
H 4.70489 -2.54982 1.11077 0.0878 0.0220 0.0561
H 1.30099 -0.40204 1.31513 -0.0055 0.1320 0.0581
H 1.91664 -0.66626 -0.33302 0.0952 0.1476 0.0899
H -0.32372 -2.04918 -2.95980 -0.1801 0.0158 0.1191
H 1.21754 -1.46565 -2.29653 0.0366 0.0442 0.1195
H 0.94349 0.70890 -3.28050 0.1176 0.0406 -0.0056
H -1.03352 2.02166 -0.17209 -0.1423 -0.0344 -0.0392
H -0.43065 1.80094 -1.80100 -0.1545 -0.1337 -0.1247
H 1.25399 1.71872 0.73861 0.1647 -0.1628 0.0024
H 1.86907 1.43547 -0.90311 0.0485 -0.0858 0.0586
H 0.73387 3.81402 -1.34558 0.0314 0.0376 -0.0842
H 2.36185 3.68018 -0.63843 0.0219 0.0237 -0.0477
H -0.99066 -0.70616 2.18559 -0.0014 -0.0695 0.0291
H -1.52287 0.90336 1.79931 -0.0071 0.0487 0.0275
H -3.18571 -0.75188 2.94195 0.0617 0.0506 0.0524
H -3.26696 -1.57812 1.40847 -0.1058 -0.0413 0.0236
H -5.04457 0.26706 2.19791 -0.0383 0.0576 -0.0014
H -4.71229 -0.04766 0.50535 0.1252 0.1683 -0.1055
```
Forces are in eV/Å.

HOMO = -5.5 eV
Electronic energy = -4506.044322 a.u.
Net charge = -1